Here is a cluster of 4 separate species, C11H32BrClNO8P2 in total at a distorted geometry from the OMol25 dataset. Energies are from the ωB97M-V functional and the def2-TZVPD basis.

Properties
HOMO = -5.3442 eV
E_tot = -130941.125 eV
Maximum force = 3.763 eV Å⁻¹

```
! wB97M-V def2-TZVPD RIJCOSX def2/J DEFGRID3
* xyz -1 1
N 3.826 -0.038 1.097
C 2.557 -0.222 0.312
C 1.711 -1.463 0.863
C 0.826 -2.142 -0.263
P -0.912 -1.396 -0.487
Cl -1.727 -3.338 -1.068
O -0.584 0.161 0.252
C -1.798 0.920 0.379
C -2.622 0.595 -0.948
Br -4.497 1.207 -0.532
P -1.948 1.718 -2.322
O -1.199 2.944 -1.771
O -3.267 2.331 -3.194
O -1.046 0.843 -3.437
O -2.471 -0.805 -1.121
H 3.548 -0.230 2.072
H 3.970 0.984 1.097
H 2.746 -0.306 -0.801
H 1.918 0.698 0.511
H 2.502 -2.229 1.165
H 1.150 -1.212 1.806
H 0.702 -3.239 0.010
H 1.353 -2.153 -1.268
H -0.443 -1.033 -1.805
H -1.408 -1.724 0.828
H -1.485 1.986 0.566
H -2.262 0.574 1.354
H -3.337 3.277 -2.975
H -1.596 0.567 -4.193
C 0.352 6.144 0.629
C 0.394 6.408 -0.865
O 0.610 5.200 -1.576
H 1.288 5.689 0.962
H 0.193 7.071 1.186
H -0.450 5.444 0.875
H 1.210 7.092 -1.109
H -0.546 6.856 -1.207
H -0.121 4.601 -1.363
C -6.075 -3.683 -1.789
C -5.651 -4.693 -2.838
O -4.513 -4.222 -3.546
H -6.307 -2.723 -2.254
H -6.955 -4.033 -1.242
H -5.266 -3.505 -1.075
H -6.453 -4.852 -3.562
H -5.406 -5.656 -2.376
H -3.807 -4.093 -2.901
C 6.827 -1.654 4.227
C 5.397 -1.176 4.384
O 4.537 -1.884 3.500
H 7.166 -1.513 3.198
H 7.498 -1.111 4.897
H 6.904 -2.723 4.445
H 5.321 -0.114 4.144
H 5.047 -1.324 5.411
H 4.598 -2.820 3.719
*
```


Here is the molecule C2H6N4S at a distorted geometry from the OMol25 dataset. Energies are from the ωB97M-V functional and the def2-TZVPD basis.

Properties
HOMO = -8.5183 eV
E_tot = -18960.372 eV
Relative energy (zero: lowest compared OMol25 entry of this formula, charge and spin) = 6.674 eV
Maximum force = 6.427 eV Å⁻¹

```
! wB97M-V def2-TZVPD RIJCOSX def2/J DEFGRID3
* xyz 0 1
C -0.772 -0.924 -0.635
C 0.332 -0.971 0.511
N 4.354 0.977 0.839
N 1.222 0.095 0.870
N 2.292 0.220 0.287
N 3.261 1.033 0.291
S 2.856 -0.326 -1.252
H -1.589 -0.175 -0.504
H -0.446 -0.851 -1.693
H -1.084 -1.986 -0.600
H 1.001 -1.767 0.487
H -0.259 -1.074 1.368
H 4.778 1.863 0.639
*
```


Here is a structure of composition C40H62CsN9O7P2S2 at a distorted geometry from the OMol25 dataset. Energies are from the ωB97M-V functional and the def2-TZVPD basis.

Properties
HOMO = -7.2123 eV
E_tot = -111030.113 eV
Relative energy (zero: lowest compared OMol25 entry of this formula, charge and spin) = 0.884 eV
Maximum force = 2.287 eV Å⁻¹

```
! wB97M-V def2-TZVPD RIJCOSX def2/J DEFGRID3
* xyz 0 1
Cs -1.085 0.445 -0.546
O -5.326 0.038 -2.598
C -4.548 0.230 -1.669
N -3.728 1.263 -1.428
C -4.018 2.530 -1.775
O -5.097 3.111 -1.747
C -2.822 3.380 -2.266
C -3.086 4.401 -3.177
C -2.023 5.105 -3.712
C -0.731 4.781 -3.318
C -0.567 3.765 -2.391
N -1.587 3.083 -1.873
C -4.511 -0.890 -0.613
C -5.730 -1.203 -0.006
C -5.775 -2.194 0.951
C -4.602 -2.873 1.263
C -3.446 -2.505 0.602
N -3.378 -1.530 -0.309
H -4.115 4.601 -3.439
H -2.197 5.892 -4.436
H 0.133 5.293 -3.721
H 0.422 3.469 -2.049
H -6.614 -0.661 -0.314
H -6.710 -2.444 1.437
H -4.583 -3.679 1.986
H -2.516 -3.030 0.793
O 0.351 -0.911 1.235
S 1.235 -1.594 2.240
C 1.979 -3.014 1.424
C 1.062 -4.150 0.990
C 0.166 -3.874 -0.214
C 0.908 -4.046 -1.527
S -0.074 -3.628 -2.974
O -0.635 -2.273 -2.703
C -1.446 -4.735 -2.650
C -1.313 -6.114 -2.754
C -2.412 -6.916 -2.494
C -3.628 -6.341 -2.139
C -3.749 -4.964 -2.045
C -2.654 -4.146 -2.302
C 0.111 -2.387 3.374
C 0.570 -3.057 4.503
C -0.350 -3.603 5.382
C -1.714 -3.474 5.137
C -2.158 -2.792 4.015
C -1.244 -2.237 3.128
H 2.740 -3.377 2.123
H 2.519 -2.547 0.595
H 0.453 -4.448 1.844
H 1.700 -5.014 0.774
H -0.265 -2.873 -0.171
H -0.670 -4.578 -0.192
H 1.259 -5.074 -1.662
H 1.779 -3.389 -1.612
H -0.369 -6.562 -3.044
H -2.328 -7.992 -2.572
H -4.482 -6.976 -1.942
H -4.692 -4.509 -1.770
H -2.713 -3.068 -2.218
H 1.632 -3.153 4.698
H -0.007 -4.128 6.264
H -2.428 -3.900 5.830
H -3.218 -2.680 3.823
H -1.558 -1.675 2.260
C -1.199 1.047 4.659
N -0.021 1.683 4.087
C 1.044 1.960 5.032
P 0.017 2.181 2.536
O -1.059 1.615 1.706
O 1.505 1.733 2.076
P 2.415 1.794 0.765
O 1.752 1.640 -0.541
N 3.423 0.520 1.076
C 4.184 -0.001 -0.057
C 4.171 0.506 2.327
N 3.107 3.283 0.859
C 3.534 3.913 2.095
C 3.390 4.065 -0.335
N 0.127 3.833 2.515
C 0.061 4.410 1.163
C -0.729 4.575 3.444
H -1.656 1.701 5.410
H -0.919 0.106 5.139
H -1.923 0.840 3.876
H 0.657 2.513 5.894
H 1.823 2.567 4.572
H 1.492 1.030 5.394
H 3.540 -0.096 -0.929
H 4.560 -0.992 0.208
H 5.048 0.629 -0.306
H 3.530 0.805 3.154
H 5.052 1.159 2.294
H 4.510 -0.512 2.529
H 3.255 3.309 2.955
H 3.048 4.887 2.208
H 4.618 4.060 2.109
H 2.995 3.562 -1.214
H 4.467 4.216 -0.459
H 2.912 5.047 -0.255
H 0.627 3.806 0.453
H 0.487 5.415 1.182
H -0.971 4.453 0.804
H -0.649 4.176 4.452
H -1.780 4.557 3.133
H -0.396 5.614 3.464
C 4.118 1.018 -3.797
C 2.679 1.007 -4.300
C 2.270 2.443 -4.649
C 2.555 0.114 -5.527
N 1.876 0.438 -3.205
N 0.479 0.383 -3.421
H 4.793 1.442 -4.543
H 4.451 0.006 -3.560
H 4.203 1.628 -2.891
H 2.897 2.845 -5.448
H 2.375 3.094 -3.777
H 1.236 2.515 -4.996
H 3.224 0.451 -6.322
H 1.538 0.123 -5.921
H 2.809 -0.916 -5.271
H 2.008 0.987 -2.365
H 0.196 -0.514 -3.789
H 0.130 1.147 -3.991
*
```